{
  "formula": "B5F20Fe",
  "method": "ωB97M-V/def2-TZVPD",
  "homo_lumo_gap_ev": [9.752, 7.633],
  "energy_ha": -3386.4888,
  "multiplicity": 5,
  "total_charge": -3,
  "homo_ev": [-2.077, 0.043],
  "relative_energy_ev": 2.450,
  "species": ["Fe", "B", "F", "F", "F", "F", "B", "F", "F", "F", "F", "B", "F", "F", "F", "F", "B", "F", "F", "F", "F", "B", "F", "F", "F", "F"],
  "xyz": [[3.574306, -26.389395, -4.728925], [3.478707, -28.625662, -3.135464], [2.188471, -28.196201, -3.469504], [4.246458, -28.284281, -4.235132], [3.919735, -27.863995, -2.105516], [3.494339, -30.030313, -2.769593], [4.212263, -24.193111, -7.089304], [3.750644, -24.972040, -6.099985], [3.517102, -24.312730, -8.268910], [4.292379, -22.930311, -6.642329], [5.573439, -24.390526, -7.473643], [2.671639, -27.821762, -6.830469], [2.528999, -27.691266, -8.129003], [2.427828, -29.085794, -6.420484], [3.943036, -27.547216, -6.492150], [1.918922, -26.846356, -6.184454], [5.697183, -25.343038, -3.900195], [5.935834, -24.149264, -4.633271], [4.438653, -25.151100, -3.360888], [5.569682, -26.375653, -4.729857], [6.728092, -25.546941, -2.992424], [1.299445, -24.688367, -3.025432], [1.844018, -23.524843, -3.639257], [1.632768, -24.611482, -1.678769], [-0.067267, -24.734274, -3.280840], [1.951601, -25.764382, -3.562956]],
  "forces_ev_per_angstrom": [[-2.305, -0.461, -0.243], [-1.464, -1.148, 0.765], [-0.462, -0.797, 0.038], [1.038, -1.429, -0.503], [0.704, 0.438, 1.629], [0.201, 0.998, -0.620], [2.982, 1.399, -2.336], [-0.929, -1.133, 0.992], [-1.440, -0.262, -0.702], [-1.237, 2.948, 0.906], [0.690, -1.599, -0.051], [-0.732, -0.193, 0.595], [-0.786, 0.114, -3.883], [-1.146, -1.970, 0.632], [3.594, 0.785, 0.434], [-1.344, 0.506, 1.110], [1.966, 4.051, 0.361], [0.629, -0.425, 0.433], [-0.862, 0.208, 1.956], [1.388, -2.446, -2.082], [-0.025, -0.167, 0.498], [0.597, 2.533, -0.036], [-0.401, 0.022, -0.060], [-0.577, -0.178, 0.830], [-0.416, -0.269, 0.288], [0.339, -1.525, -0.949]]
}